No. 1
105
Properties=species:S:1:pos:R:3:forces:R:3:mulliken_charge:R:1 method="wB97M-V/def2-TZVPD" lumo_ha=-0.0256 total_energy_ev=-140911.822 gap_ev=5.8 charge=0 e_homo_ev=-6.481
C -1.784104 -7.389575 3.990480 0.03 0.02 0.05 -1.551
C -2.080901 -6.273246 2.997877 -0.03 0.00 -0.06 0.824
C -0.815456 -5.688793 2.377845 0.02 0.06 0.12 -1.353
C -1.092164 -4.507045 1.448812 0.13 -0.05 -0.07 0.157
N -0.976646 -4.780448 -0.012222 -0.33 -0.18 -0.02 -0.062
C -1.373822 -3.583494 -0.788315 0.03 -0.03 -0.04 0.055
C -0.378063 -2.426483 -0.655966 0.00 -0.03 0.04 -1.805
C -0.627511 -1.347619 0.405163 -0.05 0.43 -0.09 1.781
C -1.931405 -0.544945 0.229083 0.10 0.05 0.15 -1.538
In -3.703625 -1.319689 1.360018 -0.11 -0.20 -0.24 1.201
C -5.250021 0.265704 1.593718 -0.02 -0.03 0.03 -1.312
C -6.447207 0.209458 0.634657 -0.03 0.07 0.06 -0.386
C -7.191245 -1.101363 0.769111 0.01 -0.01 0.04 -0.365
Br -8.606480 -1.290422 -0.578595 -0.04 0.03 -0.02 -0.258
C -1.675470 -5.961752 -0.389440 0.12 0.33 0.17 -0.151
S -0.925389 -7.411124 -0.463333 -0.05 -0.09 -0.01 -0.245
S -3.374984 -5.671926 -0.684267 0.12 -0.01 -0.11 0.189
C -4.061170 -7.310123 -0.989845 -0.04 -0.03 -0.08 -0.979
C -4.633793 -7.967551 0.262434 0.02 -0.07 0.02 -0.283
C -5.593195 -7.077736 1.067186 -0.05 0.01 -0.03 -0.952
H -2.691329 -7.917417 4.290265 0.01 0.03 0.01 0.391
H -1.320019 -6.985863 4.894407 0.02 -0.04 -0.02 0.386
H -1.093485 -8.123659 3.567647 -0.05 0.00 -0.04 0.337
H -2.742638 -6.637823 2.205772 0.07 0.00 -0.02 -0.528
H -2.623441 -5.463813 3.496159 -0.05 -0.05 -0.01 0.359
H -0.268890 -6.468312 1.845111 0.05 0.05 0.04 0.364
H -0.159275 -5.346616 3.185087 -0.04 0.00 0.01 0.433
H -2.094116 -4.100192 1.646441 0.04 0.02 0.06 0.088
H -0.376762 -3.714699 1.653912 -0.01 -0.01 -0.05 0.133
H -1.383299 -3.899529 -1.833368 -0.05 0.00 0.02 0.516
H -2.384973 -3.242500 -0.534199 0.03 0.03 0.04 -0.138
H 0.623794 -2.859183 -0.543104 -0.02 0.01 0.02 0.289
H -0.387163 -1.905740 -1.621332 0.04 -0.01 0.01 0.540
H -0.599013 -1.739548 1.425084 0.12 -0.11 -0.07 0.256
H 0.234506 -0.658261 0.325753 0.05 -0.12 0.04 -1.396
H -1.769770 0.459251 0.647474 -0.03 0.00 -0.05 0.364
H -2.159203 -0.400554 -0.834887 0.03 -0.04 0.01 0.411
H -4.389517 -2.662283 0.400826 -0.02 0.00 0.02 -0.442
H -3.123341 -1.981387 2.900412 0.07 0.10 0.04 -0.466
H -5.621304 0.226226 2.624295 0.02 0.05 0.00 0.341
H -4.768488 1.243567 1.478467 0.01 -0.02 0.05 0.293
H -6.121957 0.334703 -0.401998 0.03 -0.07 0.01 0.303
H -7.158187 1.019731 0.841452 0.01 0.02 -0.10 0.360
H -6.540027 -1.959086 0.628278 -0.01 0.02 -0.02 0.155
H -7.708693 -1.176165 1.722965 0.06 -0.03 0.01 0.348
H -3.274451 -7.922991 -1.431459 -0.02 0.04 -0.01 0.429
H -4.839324 -7.156396 -1.741013 -0.03 0.04 0.07 0.394
H -5.154595 -8.872448 -0.063717 0.04 0.00 0.00 0.418
H -3.803046 -8.303596 0.887904 -0.02 0.02 0.00 0.221
H -5.918356 -6.209935 0.488952 -0.03 -0.04 0.01 0.278
H -5.129511 -6.691279 1.974972 0.02 0.03 -0.05 0.210
H -6.488791 -7.625949 1.362267 0.04 -0.01 0.03 0.328
C 3.492287 -0.097681 0.140896 -0.01 -0.07 0.05 -1.438
C 2.759448 0.602863 -0.994081 -0.02 -0.11 -0.04 0.994
C 3.670600 1.391684 -1.930158 -0.05 0.05 -0.01 -1.312
C 4.184883 2.729396 -1.377104 0.11 -0.04 -0.01 -1.200
P 3.009520 4.104251 -1.440830 -0.02 0.01 0.01 1.203
C 2.322665 4.144351 -3.118397 0.01 -0.04 -0.05 -1.466
C 3.266386 4.058126 -4.327848 0.00 -0.01 0.00 -0.764
C 4.089604 5.298553 -4.683976 -0.01 0.01 -0.01 -0.449
C 3.285227 6.589421 -4.772397 0.01 0.00 -0.02 -1.251
C 3.958244 5.628380 -1.207475 0.04 0.04 0.00 -0.610
C 4.779436 5.874887 0.066180 0.03 -0.04 -0.02 -0.920
C 4.026077 6.274515 1.333333 0.00 0.02 0.00 0.243
C 2.979696 7.363664 1.132308 0.01 0.02 0.02 -1.408
C 1.494537 3.962508 -0.453930 -0.13 -0.05 0.03 -0.967
C 1.444861 3.990929 1.078736 0.03 0.09 0.03 -1.261
C 2.395224 3.064759 1.855151 -0.07 -0.03 0.01 0.356
C 1.696371 1.818993 2.385044 -0.06 -0.07 -0.02 -1.822
H 4.059353 0.586150 0.778176 -0.02 0.05 -0.04 0.300
H 2.776794 -0.619103 0.776305 0.03 -0.02 0.02 0.297
H 4.189267 -0.840945 -0.250082 0.01 0.02 -0.02 0.447
H 1.972226 1.242162 -0.588310 0.00 -0.01 0.01 -0.697
H 2.242023 -0.150479 -1.591364 -0.04 -0.02 0.05 0.440
H 3.158922 1.569774 -2.878135 0.01 -0.02 -0.01 0.426
H 4.543749 0.782311 -2.175223 0.00 0.00 0.01 0.460
H 5.022460 3.084337 -1.988640 -0.02 0.04 -0.01 0.636
H 4.583289 2.626138 -0.366840 -0.07 0.00 0.03 0.723
H 1.676657 5.023932 -3.172773 0.04 0.03 0.00 0.769
H 1.643913 3.286806 -3.148382 -0.01 0.01 0.02 0.527
H 2.629810 3.816013 -5.182273 0.00 0.01 0.00 0.520
H 3.936023 3.203196 -4.210855 -0.01 -0.01 -0.02 0.240
H 4.548533 5.102148 -5.655116 0.03 0.01 0.01 0.442
H 4.929135 5.424538 -3.996304 -0.02 -0.01 0.03 0.290
H 2.522607 6.523706 -5.550461 -0.02 -0.01 0.02 0.362
H 3.932470 7.431791 -5.014515 -0.01 -0.01 -0.03 0.373
H 2.779975 6.832662 -3.835582 0.02 0.01 0.01 0.243
H 3.294111 6.465610 -1.434694 -0.04 -0.02 0.07 0.549
H 4.664397 5.582259 -2.039456 -0.05 0.02 -0.04 -0.015
H 5.474365 6.678329 -0.190345 0.00 0.00 -0.01 0.454
H 5.401507 4.999244 0.270454 0.02 0.02 0.01 0.334
H 4.771634 6.629094 2.048088 -0.01 -0.03 0.02 0.457
H 3.575969 5.397797 1.795567 -0.04 -0.02 -0.04 -0.335
H 3.436018 8.297371 0.797469 0.00 -0.01 -0.03 0.366
H 2.455141 7.569829 2.065091 0.02 0.02 0.00 0.411
H 2.221412 7.083777 0.397296 -0.01 -0.01 0.02 0.306
H 1.008343 3.061481 -0.839196 0.06 -0.04 0.00 0.677
H 0.884176 4.790373 -0.834306 0.00 -0.01 -0.03 0.624
H 0.417304 3.722052 1.334068 0.00 0.03 0.03 0.658
H 1.560474 5.023247 1.406172 0.06 0.01 -0.03 0.259
H 2.807960 3.619859 2.699768 0.02 -0.03 0.01 0.592
H 3.253455 2.772415 1.245041 -0.01 0.04 -0.03 -0.161
H 0.937967 2.096467 3.118085 -0.03 -0.02 -0.02 0.487
H 2.397082 1.141886 2.872800 0.01 0.01 0.00 0.408
H 1.193728 1.264091 1.589788 -0.01 -0.01 0.01 0.263

No. 2
135
Properties=species:S:1:pos:R:3:forces:R:3:mulliken_charge:R:1 method="wB97M-V/def2-TZVPD" lumo_ha=-0.1185 total_energy_ev=-184409.374 gap_ev=8.7 charge=+1 e_homo_ev=-11.970
F 3.862451 -3.724696 -1.226774 0.43 1.52 -2.53 -0.298
C 3.889558 -2.608800 -2.100276 -1.78 1.97 2.48 0.805
F 2.858148 -2.690628 -3.049567 1.93 -0.67 0.97 -0.191
C 3.521656 -1.351321 -1.155867 -0.40 -0.53 -0.04 -0.845
C 2.805190 -0.164242 -1.938579 0.64 1.11 0.30 -0.940
C 1.267833 0.030997 -1.584657 0.34 0.00 -0.93 0.223
C 0.623057 1.214485 -2.489021 -1.56 -0.18 0.69 -0.338
C -0.283336 0.552944 -3.594526 0.61 0.09 -1.40 0.173
N -1.528304 0.844218 -3.963184 1.86 -0.41 -0.11 0.092
C -2.029518 -0.088354 -5.036131 -0.28 -1.97 0.56 -0.875
C -1.233072 -1.412624 -4.545496 0.50 1.69 -0.50 0.966
C -1.400404 -2.752064 -5.378442 1.18 -0.48 0.71 -0.711
C -1.066973 -4.023073 -4.443072 -0.14 -0.21 0.31 -0.521
C -1.838496 -3.959553 -3.056959 -0.09 0.58 -0.15 -0.324
Cl -0.594146 -3.542883 -1.740385 -0.76 -0.17 -0.52 -0.207
C 0.212923 -0.684145 -4.515917 -1.12 0.48 1.58 -0.052
C 5.331714 -2.314712 -2.697893 1.35 0.48 1.87 0.540
F 6.241795 -2.596761 -1.656504 -2.12 0.74 -1.87 -0.270
F 5.558484 -0.982114 -3.031682 -1.31 -2.49 0.63 -0.252
S 5.844386 -3.369892 -4.168087 3.46 -0.95 -2.57 1.259
F 4.844382 -4.620442 -3.772189 0.94 2.12 -0.50 -0.260
F 4.756070 -2.672161 -5.200627 0.83 -1.09 1.85 -0.307
F 6.919732 -2.151228 -4.605981 -1.37 -2.04 0.39 -0.332
F 7.084314 -4.042845 -3.261602 -2.00 0.66 -1.67 -0.336
F 6.386828 -4.279602 -5.443355 -0.95 1.43 1.86 -0.300
H 2.823866 -1.767708 -0.349328 0.93 0.47 -1.14 0.214
H 4.459523 -1.007008 -0.622861 -1.10 -0.40 -0.71 0.403
H 3.335218 0.801111 -1.614021 -0.72 -1.28 -0.50 0.387
H 2.980906 -0.214460 -3.070289 -0.37 -0.13 1.58 0.404
H 0.723518 -0.925655 -1.854414 0.47 0.98 0.74 -0.393
H 1.133036 0.279778 -0.482570 0.11 -0.42 -1.50 0.453
H 1.399808 1.922855 -2.909956 -0.84 -1.07 0.08 0.613
H -0.072105 1.837275 -1.824417 1.02 -0.84 -1.03 -0.062
H -2.111459 1.592919 -3.570064 0.49 -0.39 0.00 0.214
H -1.696393 0.205451 -6.088879 -0.62 -0.09 1.52 0.294
H -3.141759 -0.299795 -4.938575 1.37 0.84 -0.22 0.440
H -1.489249 -1.405420 -3.435791 -0.08 -0.98 -1.46 -0.441
H -2.417928 -2.901330 -5.848920 1.08 0.50 0.64 0.333
H -0.600343 -2.754464 -6.192110 -1.27 0.08 0.81 0.313
H 0.049911 -4.070270 -4.196442 -1.57 0.10 -0.55 0.155
H -1.348711 -5.008571 -4.948522 0.41 1.49 0.43 0.367
H -2.337557 -4.917053 -2.729071 0.70 1.13 -0.48 0.457
H -2.582994 -3.092006 -3.034800 0.90 -1.43 0.06 0.138
H 1.054295 -1.222262 -3.988456 -0.98 0.51 -0.83 -0.266
H 0.489175 -0.311794 -5.549141 -0.12 -0.36 1.19 0.330
O -1.650250 0.866292 -0.565465 -0.48 -0.05 -0.54 -0.676
S -2.760587 -0.027841 -0.343040 -0.66 -0.62 1.54 1.442
O -3.443962 -0.673193 -1.435503 0.59 0.55 -0.23 -0.729
O -3.851960 0.715465 0.583298 0.86 -0.68 -0.21 -0.169
C -4.334822 1.995317 0.164556 -0.57 0.87 -0.48 -0.135
C -5.365820 1.868028 -0.940090 -0.01 -0.11 -0.22 -1.125
C -2.273760 -1.261696 0.827890 0.05 0.15 -0.02 -0.584
H -3.506803 2.640396 -0.140751 0.03 -0.18 0.01 0.123
H -4.801492 2.459600 1.036389 0.19 -0.27 0.10 0.288
H -4.910649 1.496856 -1.860789 -0.03 0.06 0.04 0.208
H -5.820663 2.836521 -1.154584 0.10 -0.03 0.09 0.379
H -6.148898 1.160370 -0.658568 0.05 0.09 0.05 0.359
H -1.805953 -0.773864 1.681145 -0.12 0.01 -0.05 0.038
H -1.561291 -1.926169 0.339595 -0.05 0.08 -0.13 0.114
H -3.154425 -1.823267 1.136233 0.02 0.10 -0.05 0.418
O 4.067687 -9.705981 -0.792042 0.58 0.21 -0.03 -0.637
S 5.318597 -9.812589 -1.494579 0.13 -0.07 -0.57 1.225
O 6.580435 -9.666465 -0.821538 -0.69 0.05 0.00 -0.603
O 5.290907 -8.817100 -2.766955 -0.08 -0.81 0.27 -0.292
C 4.979401 -7.441036 -2.545727 0.03 0.92 0.24 -0.321
C 6.168165 -6.681395 -1.986571 0.15 -0.20 0.37 -0.723
C 5.336831 -11.330609 -2.403856 -0.02 0.06 -0.15 -0.937
H 4.105243 -7.341855 -1.895654 0.05 -0.19 0.01 0.319
H 4.708509 -7.020149 -3.515751 0.01 -0.40 -0.04 0.168
H 6.403993 -7.014706 -0.973803 -0.03 0.00 -0.07 0.421
H 5.960647 -5.613997 -1.949325 -0.04 -0.16 0.05 0.088
H 7.057797 -6.849838 -2.597522 -0.11 0.06 -0.04 0.266
H 4.405193 -11.419485 -2.960266 0.06 0.05 0.06 0.313
H 5.426465 -12.147266 -1.688195 0.00 0.15 0.06 0.377
H 6.193488 -11.328575 -3.076281 -0.05 0.05 0.08 0.315
O -3.674185 4.718949 -1.828134 -0.29 0.24 0.22 -0.694
S -3.319204 5.791733 -0.931925 0.84 0.90 0.22 1.342
O -4.225498 6.270920 0.075351 -0.05 -0.57 -0.64 -0.585
O -2.792820 7.047108 -1.798248 0.13 -0.89 0.54 -0.278
C -3.628808 7.555531 -2.840415 -0.70 0.52 -0.58 -0.376
C -4.748629 8.417359 -2.288422 -0.21 -0.11 0.25 -0.937
C -1.777550 5.399130 -0.157841 0.11 0.10 -0.10 -0.968
H -4.022740 6.739875 -3.453307 0.09 -0.08 0.16 0.317
H -2.992076 8.164675 -3.485391 0.21 -0.20 0.23 0.312
H -5.459659 7.817832 -1.716242 0.03 0.03 -0.06 0.278
H -5.293405 8.905906 -3.098654 0.11 -0.03 0.00 0.406
H -4.352798 9.180256 -1.614408 0.04 -0.02 -0.13 0.209
H -1.068121 5.087581 -0.923164 -0.09 0.03 0.01 0.326
H -1.953852 4.584892 0.545108 -0.11 0.06 -0.04 0.340
H -1.416763 6.279279 0.373861 -0.14 -0.02 0.00 0.368
O -2.233273 -0.563279 4.004190 0.01 0.36 0.36 -0.585
S -2.770196 0.364425 4.969118 -1.00 0.11 0.79 1.340
O -2.014188 1.494448 5.435842 0.11 -0.64 -0.49 -0.661
O -3.312717 -0.460382 6.244328 -0.11 0.50 -1.00 -0.321
C -2.422848 -1.368157 6.899709 0.73 -0.47 0.66 -0.186
C -1.442817 -0.639038 7.799694 0.17 0.24 -0.12 -0.959
C -4.341999 0.936989 4.393171 -0.07 -0.09 0.05 -1.015
H -1.900538 -1.992727 6.169385 -0.13 0.12 -0.11 0.184
H -3.041758 -2.031900 7.506658 -0.21 0.18 -0.25 0.325
H -0.743477 -0.038565 7.213953 -0.03 -0.04 0.05 0.203
H -0.863798 -1.349329 8.393123 -0.10 -0.02 -0.04 0.398
H -1.968397 0.041967 8.472347 0.00 -0.13 -0.01 0.302
H -4.940072 0.079255 4.089171 0.07 0.04 0.04 0.330
H -4.166445 1.593627 3.541270 0.14 -0.06 0.06 0.232
H -4.831192 1.488586 5.194705 0.09 -0.05 -0.02 0.407
O 1.529822 -2.342862 2.272194 0.38 0.45 -0.13 -0.658
S 1.991253 -1.404974 3.263605 0.07 -0.12 1.20 1.531
O 2.655655 -0.182072 2.896509 -0.26 -0.55 -0.39 -0.675
O 2.904864 -2.187798 4.339746 -0.85 0.42 -0.34 -0.397
C 4.006652 -2.964512 3.862939 0.92 -0.37 -0.34 -0.290
C 5.193739 -2.090287 3.504336 -0.02 0.25 -0.18 -0.887
C 0.650517 -1.015759 4.351103 0.31 -0.06 0.01 -1.144
H 3.703514 -3.586926 3.016423 -0.16 0.12 0.06 0.296
H 4.289975 -3.639067 4.673438 -0.33 0.15 0.07 0.294
H 4.975237 -1.470058 2.632412 0.02 -0.05 0.04 0.165
H 6.067022 -2.703375 3.272927 -0.08 -0.03 0.07 0.405
H 5.440015 -1.415662 4.327150 0.01 -0.12 -0.01 0.271
H 0.178583 -1.941556 4.675754 0.06 0.04 -0.09 0.320
H -0.061355 -0.406844 3.799373 0.18 -0.08 -0.04 0.353
H 1.037372 -0.456665 5.202435 0.06 -0.03 -0.10 0.415
O -2.289921 7.949349 2.023567 0.28 0.28 0.38 -0.511
S -2.828677 8.889730 2.970370 -0.67 0.13 0.46 1.083
O -2.067621 10.016458 3.435907 0.00 -0.63 -0.39 -0.608
O -3.395033 8.080864 4.248297 -0.15 0.41 -0.82 -0.280
C -2.521676 7.172031 4.921181 0.67 -0.42 0.59 -0.234
C -1.545409 7.900449 5.825659 0.19 0.24 -0.11 -1.039
C -4.387890 9.471563 2.370270 -0.11 -0.12 0.07 -0.923
H -1.996482 6.536440 4.202573 -0.10 0.14 -0.10 0.243
H -3.153486 6.519125 5.527270 -0.21 0.18 -0.23 0.289
H -0.834462 8.489079 5.242447 -0.04 -0.06 0.04 0.297
H -0.979400 7.190369 6.432034 -0.10 -0.02 -0.04 0.393
H -2.072536 8.592200 6.486206 -0.01 -0.13 -0.01 0.269
H -4.990161 8.616172 2.067100 0.10 0.02 0.02 0.273
H -4.195970 10.118281 1.514582 0.13 -0.06 0.08 0.359
H -4.881367 10.035501 3.160509 0.10 -0.04 -0.02 0.354